Record 1
84
Properties=species:S:1:pos:R:3 method="wB97M-V/def2-TZVPD" multiplicity=2 homo_lumo_gap_ev="2.78 / 9.50"
H -2.584 18.635 -14.755
O 2.412 12.490 -11.850
F 1.925 14.448 -16.667
H -1.641 14.435 -22.243
H -0.580 11.974 -21.985
H 4.120 10.072 -16.054
C 4.405 11.105 -15.858
O -0.485 20.600 -16.543
H -0.229 16.895 -22.435
C 0.034 18.526 -19.276
H 2.516 11.864 -16.563
H -2.054 18.154 -18.973
O 1.755 12.141 -13.954
O -3.177 12.629 -19.331
H -2.083 17.372 -15.855
O 0.371 19.109 -18.049
H 0.374 12.184 -15.418
H 0.650 18.749 -20.148
O 4.686 12.989 -19.864
C -2.028 17.699 -14.817
O 4.244 14.372 -18.106
H -6.192 10.531 -20.497
C -0.445 11.894 -13.443
O 3.863 12.149 -18.001
F 1.255 14.436 -18.900
H -1.909 19.112 -20.363
C -1.671 16.276 -13.186
C 1.551 12.237 -12.692
F 0.532 12.809 -17.546
F -0.444 14.452 -16.185
C 5.296 13.983 -20.691
Li 2.751 15.866 -17.656
Li -2.308 12.654 -17.337
F -0.952 14.286 -18.229
C 2.940 17.729 -20.577
C 0.572 11.609 -14.514
H 0.064 15.210 -23.121
F 0.552 16.090 -17.670
H -6.416 12.204 -20.477
H -0.047 17.222 -15.290
O -1.548 20.083 -18.534
H -5.375 11.315 -19.180
H 5.803 14.673 -20.017
C -1.447 18.958 -19.388
H 6.026 13.507 -21.345
C -0.530 12.840 -21.325
H 3.236 20.816 -19.725
H 5.437 11.222 -16.190
O 2.272 17.356 -21.726
H 1.218 15.785 -20.807
H 4.673 14.521 -21.406
H 0.848 16.628 -23.726
P 0.480 14.436 -17.533
H -0.592 12.350 -20.353
O 3.311 19.069 -20.695
H -1.331 11.265 -13.351
H -1.749 14.360 -20.479
O -1.898 15.458 -12.312
C 4.250 13.277 -18.593
H -0.026 17.455 -19.082
H 0.436 13.344 -21.361
H -0.874 12.843 -13.762
O -2.818 12.899 -21.594
H 3.665 13.054 -16.074
O -0.526 17.035 -13.245
H 3.042 19.596 -18.610
C -5.674 11.449 -20.219
O -2.528 16.559 -14.169
C -0.513 20.004 -17.569
O 2.928 17.063 -19.574
C 1.649 16.017 -21.781
H 4.573 11.317 -14.802
C 0.488 16.164 -22.807
H 0.572 10.538 -14.718
C 3.577 12.111 -16.613
C -0.530 17.760 -14.475
O 0.361 11.937 -12.316
C -3.484 12.424 -20.482
C 3.586 19.802 -19.532
H 2.423 15.295 -22.042
H -0.173 18.786 -14.383
H 4.662 19.760 -19.359
O -4.503 11.741 -20.959
C -1.722 13.762 -21.389

***

Record 2
72
Properties=species:S:1:pos:R:3 method="wB97M-V/def2-TZVPD" multiplicity=1 total_charge=+1 homo_lumo_gap_ev=7.72
H -0.847 -1.141 5.996
H 2.744 5.220 -3.463
C -0.554 -1.318 2.854
H 3.077 3.575 -4.491
H -2.385 -0.399 2.143
C -1.370 -0.597 1.684
H -3.029 0.080 -0.310
P -0.611 -0.432 -2.410
C 2.234 -2.374 -0.751
F -1.993 2.784 -4.284
C 2.710 4.114 -3.575
C 1.052 2.304 -2.892
H 3.715 -4.802 1.941
H 2.071 0.540 0.532
H 0.300 -1.864 0.015
O -0.556 4.604 -3.551
H -0.365 0.720 -4.670
C 1.383 0.058 -0.220
H 1.256 5.124 1.523
C -0.939 -0.115 -4.204
H 1.707 -1.630 1.211
H -1.124 3.215 0.012
C -0.295 -5.225 1.512
N -0.791 1.125 -1.389
H 2.639 3.341 -1.534
H -3.034 2.336 -0.536
H 0.180 -0.628 3.349
C 2.205 3.302 -2.570
H -1.584 5.340 0.751
H 0.006 -3.959 -0.336
O -2.366 4.149 -2.151
H 0.014 1.052 2.040
H -2.658 -1.150 5.668
H -2.508 -2.056 3.532
C -1.495 -1.918 3.983
H 0.736 2.504 -3.955
C -0.228 2.402 -1.996
H -1.395 -5.333 1.423
H -1.533 0.136 4.931
H 1.907 0.150 -1.199
H 0.022 -2.193 2.438
H 1.519 1.275 -2.952
H -0.687 6.749 0.516
C 0.474 -4.467 0.542
H -0.624 -1.056 -4.745
H -0.126 -6.472 3.364
N 2.797 -3.570 -0.210
O 2.467 -2.113 -1.917
H 2.944 -4.203 -1.004
H -1.578 -1.302 0.832
C -1.643 -0.947 5.225
H -1.021 -2.887 4.303
O -3.334 1.009 -2.460
H -1.546 1.598 1.367
N -1.052 5.899 0.075
C 1.337 -1.457 0.169
H 2.420 -6.223 3.620
C 0.036 0.873 -0.109
S -1.336 3.524 -2.973
C 1.861 -5.735 2.794
O 0.654 2.211 0.101
H -2.019 0.037 -4.469
P -2.603 1.123 -1.170
C -0.159 3.189 -0.583
C -0.766 0.802 1.268
C 1.920 -4.303 0.706
H -1.390 -2.397 -1.929
C 2.613 -4.936 1.842
O -1.833 -1.528 -1.960
O 1.611 5.097 0.613
C 0.416 -5.849 2.610
P 0.351 5.017 -0.517